No. 1
Density functional theory data (ωB97M-V with the def2-TZVPD basis set) for a cluster of 2 separate species, C15H18O2 in total in a non-equilibrium geometry.

```
! RIJCOSX wB97M-V def2-TZVPD def2/J DEFGRID3
* xyz 0 1
C -3.43705 0.79013 2.80392
C -3.01278 1.84720 1.78502
C -2.47512 1.40278 0.44511
C -1.32376 1.94829 -0.18500
C -0.64762 1.40913 -1.24558
C -1.33351 0.31850 -1.91978
O -1.01482 -0.18501 -3.16622
C -2.38091 -0.36168 -1.31696
C -2.94471 0.21539 -0.08511
H -3.13877 -0.23649 2.27240
H -4.52573 0.80847 3.06974
H -2.83736 0.70387 3.66823
H -3.91771 2.59896 1.59169
H -2.38959 2.61007 2.24997
H -1.10866 2.97037 0.10840
H 0.38701 1.61971 -1.60108
H -0.01456 -0.12297 -3.43321
H -2.99533 -1.34593 -1.68818
H -3.88428 -0.34997 0.42569
C 4.31788 -1.60579 -1.93023
C 3.48064 -1.28079 -0.77711
C 2.98600 -2.26076 0.11292
C 1.95339 -2.02118 0.89286
C 1.38725 -0.67812 0.98188
O 0.32986 -0.44440 1.77130
C 2.08425 0.31514 0.24976
C 2.98107 -0.02811 -0.79654
H 3.74391 -1.87266 -2.80789
H 4.89167 -2.50656 -1.55226
H 5.04609 -0.84250 -2.12457
H 3.58599 -3.16550 0.40235
H 1.23877 -2.67599 1.59820
H -0.28316 0.31869 1.38838
H 2.01991 1.38843 0.35824
H 3.23176 0.71928 -1.54634
*
```

Computed properties:
HOMO level (eV): -8.09
ΔE to the lowest compared entry with this formula, charge and spin (eV): 3.9756
Frontier orbital gap (eV): 8.7
F_max (eV/Å): 7.4
SMILES string: CCc1ccc(O)cc1.Cc1ccc(O)cc1

Löwdin population analysis, charges in e, atoms 1 to 4: atom 1 (C): -0.1102, atom 2 (C): -0.2376, atom 3 (C): -0.2826, atom 4 (C): -0.0839

No. 2
Density functional theory data (ωB97M-V with the def2-TZVPD basis set) for the molecule C5H13NO in a non-equilibrium geometry.

```
! RIJCOSX wB97M-V def2-TZVPD def2/J DEFGRID3
* xyz 0 1
C 1.41792 2.35517 -1.16233
C 1.49032 0.89790 -0.73311
C 0.09071 0.36989 -0.37630
C -0.58590 1.14147 0.80009
N 0.13458 -1.04727 -0.07615
C -1.01764 -1.83782 0.00689
O -1.48806 -2.10738 1.38056
H 1.07955 3.01910 -0.36782
H 0.62453 2.53387 -1.90344
H 2.33481 2.74526 -1.59992
H 2.09849 0.82986 0.17136
H 1.87361 0.26848 -1.53070
H -0.61594 0.45055 -1.20768
H -1.64162 0.87513 0.83510
H -0.74448 2.17666 0.44213
H -0.01255 1.20765 1.71753
H 0.82483 -1.41003 0.55391
H -1.90173 -1.42412 -0.47441
H -0.86546 -2.82865 -0.44252
H -0.73900 -1.79920 1.91084
*
```

Computed properties:
HOMO level (eV): -8.80
ΔE to the lowest compared entry with this formula, charge and spin (eV): 1.3089
Frontier orbital gap (eV): 9.8
F_max (eV/Å): 2.7
SMILES string: CC[C@H](C)NCO

Löwdin population analysis, charges in e, atoms 1 to 4: atom 1 (C): -0.1186, atom 2 (C): -0.2109, atom 3 (C): -0.3987, atom 4 (C): -0.0535

No. 3
Density functional theory data (ωB97M-V with the def2-TZVPD basis set) for a cluster of 15 separate species, C90H75F15 in total in a non-equilibrium geometry.

```
! RIJCOSX wB97M-V def2-TZVPD def2/J DEFGRID3
* xyz 0 1
F 23.04879 12.97170 -11.70532
C 23.81204 12.92515 -12.85244
C 23.23686 13.38506 -14.00933
C 23.97789 13.30925 -15.22719
C 25.23169 12.72431 -15.23782
C 25.80391 12.23462 -14.02010
C 25.04890 12.32605 -12.81480
H 22.23607 13.78832 -13.96235
H 23.56414 13.54024 -16.19768
H 25.69876 12.45328 -16.17311
H 26.73394 11.68603 -13.99793
H 25.45331 12.01462 -11.86303
F 26.21934 11.04625 -9.76213
C 26.31472 10.12997 -10.73527
C 25.19535 9.33473 -11.00718
C 25.25615 8.35748 -12.01317
C 26.39430 8.27893 -12.75920
C 27.49619 9.16942 -12.51238
C 27.42689 10.10857 -11.53236
H 24.30871 9.44668 -10.40076
H 24.49294 7.59841 -12.10100
H 26.55718 7.59248 -13.57692
H 28.33298 9.09112 -13.19065
H 28.25458 10.75843 -11.28944
F 26.17296 9.46143 -3.72634
C 25.27007 8.93313 -2.89876
C 24.05812 9.64493 -2.84180
C 23.06078 9.00697 -2.12275
C 23.26455 7.81146 -1.44390
C 24.45971 7.15989 -1.53623
C 25.52654 7.73325 -2.23125
H 23.80431 10.52024 -3.42129
H 22.08057 9.45415 -2.04781
H 22.43177 7.30455 -0.97923
H 24.64732 6.20448 -1.06892
H 26.46562 7.20002 -2.24461
F 25.73393 3.68987 -9.08040
C 25.59674 4.71131 -8.25511
C 25.82846 4.51482 -6.89400
C 25.65123 5.54904 -5.98534
C 25.19229 6.76449 -6.41533
C 24.85636 7.00230 -7.75918
C 25.18038 5.98732 -8.71039
H 26.10218 3.50590 -6.62283
H 25.87839 5.47444 -4.93214
H 25.10618 7.56753 -5.69832
H 24.44390 7.93165 -8.12327
H 24.92256 6.13170 -9.74918
F 18.64746 17.57427 -6.02145
C 19.46059 16.52499 -6.25536
C 20.58716 16.37428 -5.49405
C 21.54060 15.37427 -5.81243
C 21.28020 14.52679 -6.88844
C 20.10483 14.66242 -7.66415
C 19.16777 15.67364 -7.35741
H 20.75924 17.12487 -4.73680
H 22.43008 15.27542 -5.20790
H 22.04220 13.78739 -7.08609
H 19.98197 14.08828 -8.57061
H 18.30678 15.70278 -8.00875
F 17.29020 11.02885 -0.88413
C 18.22027 11.07838 -1.88304
C 18.46660 9.95117 -2.68745
C 19.40672 9.98810 -3.70984
C 20.04175 11.19253 -3.97249
C 19.67162 12.35593 -3.33854
C 18.78153 12.29760 -2.24595
H 17.89603 9.07887 -2.40466
H 19.48756 9.14526 -4.38026
H 20.74349 11.29648 -4.78683
H 20.17521 13.26147 -3.64314
H 18.58503 13.21329 -1.70809
F 23.35836 9.13213 -5.98086
C 22.74276 9.76660 -7.05037
C 23.40496 10.71776 -7.80060
C 22.83130 11.32861 -8.91887
C 21.52736 10.93512 -9.26240
C 20.79510 10.08761 -8.44686
C 21.44037 9.50609 -7.33224
H 24.44053 10.98561 -7.65142
H 23.35211 12.08593 -9.48597
H 20.99389 11.30193 -10.12684
H 19.78107 9.79610 -8.67742
H 20.94980 8.81810 -6.65962
F 27.73617 14.86781 -10.17641
C 26.45522 15.03171 -9.85413
C 25.54264 15.41148 -10.79408
C 24.21873 15.51234 -10.51691
C 23.84820 15.36515 -9.17434
C 24.76884 15.27046 -8.15142
C 26.10459 14.96481 -8.55602
H 25.96145 15.50783 -11.78490
H 23.51865 15.60466 -11.33408
H 22.83100 15.43087 -8.81744
H 24.54742 15.30727 -7.09500
H 26.83366 14.80908 -7.77460
F 21.21467 16.35346 -11.21796
C 20.03275 15.75257 -11.16093
C 19.95031 14.36691 -11.29259
C 18.73235 13.73358 -11.01200
C 17.54049 14.49432 -10.78954
C 17.69272 15.88743 -10.68178
C 18.91465 16.49159 -10.85849
H 20.84034 13.79689 -11.51466
H 18.65792 12.65619 -11.02124
H 16.60719 13.95875 -10.69723
H 16.81351 16.50446 -10.56931
H 18.96272 17.57042 -10.87267
F 25.83827 12.57357 -5.84735
C 27.13143 12.57479 -6.16068
C 27.62778 11.42474 -6.88610
C 28.96902 11.29685 -7.19620
C 29.86198 12.31062 -6.82548
C 29.44951 13.43370 -6.08910
C 28.07175 13.56095 -5.75332
H 27.04336 10.55295 -7.14074
H 29.30696 10.42821 -7.74179
H 30.91282 12.29231 -7.07409
H 30.15062 14.22200 -5.85794
H 27.67916 14.43234 -5.25037
F 16.85700 7.01411 -11.54003
C 16.75310 7.47439 -10.25061
C 15.72337 8.33484 -9.92747
C 15.61029 8.88547 -8.69282
C 16.55264 8.67126 -7.73269
C 17.64095 7.86759 -8.04975
C 17.74723 7.29216 -9.31817
H 14.99474 8.47807 -10.71169
H 14.88770 9.65821 -8.47572
H 16.47283 9.11516 -6.75136
H 18.40422 7.72629 -7.29885
H 18.60327 6.65504 -9.48458
F 19.49690 5.25829 -7.52180
C 20.00405 5.61766 -6.30242
C 21.25948 6.17184 -6.19293
C 21.67314 6.61960 -4.91363
C 20.81379 6.55921 -3.86650
C 19.52592 6.04309 -4.00961
C 19.13977 5.51797 -5.22223
H 21.94211 6.25872 -7.02532
H 22.67484 7.01762 -4.84610
H 21.15593 6.77837 -2.86585
H 19.03024 5.98759 -3.05168
H 18.10497 5.23730 -5.35194
F 13.38232 11.97744 -7.50704
C 14.57867 12.16814 -6.90572
C 14.71947 12.11664 -5.53492
C 15.92680 12.21220 -4.90757
C 17.04861 12.29657 -5.68733
C 16.97575 12.32565 -7.08102
C 15.71802 12.29171 -7.66849
H 13.85684 12.13795 -4.88544
H 16.04838 12.13739 -3.83705
H 18.02118 12.35326 -5.22121
H 17.90194 12.29533 -7.63566
H 15.56219 12.34083 -8.73606
F 25.70601 14.94064 -3.66493
C 24.58296 14.70600 -2.94668
C 23.92110 15.66482 -2.27364
C 22.70298 15.44106 -1.64681
C 22.25085 14.13290 -1.63345
C 22.84141 13.08505 -2.37686
C 24.04526 13.40610 -3.00574
H 24.30077 16.67547 -2.24472
H 22.19574 16.23832 -1.12385
H 21.28186 13.96952 -1.18537
H 22.56633 12.06150 -2.16932
H 24.57767 12.58678 -3.46582
F 22.42023 7.94458 -11.07999
C 21.49081 8.71450 -11.69775
C 20.21169 8.22936 -11.91152
C 19.25371 9.11884 -12.50276
C 19.59549 10.38014 -12.94181
C 20.92370 10.79079 -12.96258
C 21.82555 9.98716 -12.24552
H 19.97557 7.25906 -11.50023
H 18.19675 8.90241 -12.55195
H 18.84190 10.90013 -13.51463
H 21.27624 11.62174 -13.55558
H 22.87558 10.23978 -12.24831
*
```

Computed properties:
HOMO level (eV): -8.96
ΔE to the lowest compared entry with this formula, charge and spin (eV): 1.8021
Frontier orbital gap (eV): 9.5
F_max (eV/Å): 3.9

Löwdin population analysis, charges in e, atoms 1 to 4: atom 1 (F): 0.0122, atom 2 (C): -0.2934, atom 3 (C): -0.0196, atom 4 (C): -0.0663

No. 4
Density functional theory data (ωB97M-V with the def2-TZVPD basis set) for a structure of composition C16H9CrN5OS3 in a non-equilibrium geometry.

```
! RIJCOSX wB97M-V def2-TZVPD def2/J DEFGRID3
* xyz -1 2
Cr 0.87609 -0.97733 0.13868
N -0.24925 -2.92187 3.90994
C -0.03313 -2.43333 2.64621
S 1.21352 -1.24090 2.45024
N -0.74490 -2.92115 1.68462
N -0.44678 -2.41272 0.44357
C -1.21228 -2.87439 -0.48970
C -1.12542 -2.55641 -1.88299
C -2.12864 -3.01972 -2.75064
C -2.07715 -2.78953 -4.10459
C -0.98703 -2.09934 -4.64253
C 0.01706 -1.64061 -3.82217
C -0.03340 -1.83097 -2.42855
O 0.92577 -1.34584 -1.68172
H -0.00493 -2.29337 4.65593
H -1.11668 -3.42355 4.02488
H -1.98211 -3.57468 -0.17464
H -2.96316 -3.56986 -2.32892
H -2.87675 -3.13872 -4.74539
H -0.93264 -1.92547 -5.71021
H 0.87237 -1.10131 -4.20916
S 2.56372 0.67986 -0.03190
C 1.71484 2.03412 0.63746
C 2.43145 3.15805 1.05928
C 1.80242 4.27070 1.59710
C 2.57950 5.38411 2.03554
N 3.22358 6.27168 2.38489
C 0.39827 4.28531 1.71793
C -0.32348 3.17854 1.28810
C 0.30487 2.05883 0.75146
S -0.68683 0.72109 0.23007
C -0.27626 5.40953 2.27585
N -0.82955 6.30964 2.73296
H 3.50934 3.14597 0.96629
H -1.40245 3.18365 1.37211
*
```

Computed properties:
<S²>: 0.790
HOMO level (alpha / beta) (eV): -4.77 / -4.69
Frontier orbital gap (alpha / beta) (eV): 6.7 / 7.0
F_max (eV/Å): 2.5

Löwdin population analysis, charges in e, atoms 1 to 4: atom 1 (Cr): 0.1467, atom 2 (N): 0.0527, atom 3 (C): -0.8539, atom 4 (S): 0.6412

- Among the records above, which one has the highest F_max?
  C15H18O2